# CH12Na6O9

A molecular structure, CH12Na6O9 at a distorted geometry (the ωB97M-V functional and the def2-TZVPD basis, OMol25).

Last column: natural (NBO) charge in e.
CARTESIAN COORDINATES (ANGSTROEM)
Na1 -0.013 -2.029 1.944  0.961
Na2 0.370 -0.221 -2.223  0.959
Na3 1.801 -1.779 -0.056  0.955
Na4 1.915 1.514 0.317  0.965
Na5 0.134 0.931 2.290  0.970
Na6 2.092 -0.563 2.174  0.988
C1 0.406 -0.038 0.399  0.803
O1 0.578 -0.561 1.485  -0.968
O2 0.321 -0.728 -0.635  -0.761
O3 0.326 1.187 0.326  -0.758
O4 1.436 0.992 -1.735  -0.866
H1 1.815 0.188 -1.378  0.416
H2 1.976 1.694 -1.371  0.471
O5 -1.552 -1.852 0.853  -0.988
H3 -1.914 -1.000 1.094  0.450
H4 -1.287 -1.751 -0.061  0.435
O6 -1.989 0.186 0.869  -0.825
H5 -1.217 0.597 0.480  0.406
H6 -2.533 -0.058 0.120  0.554
O7 -1.003 0.968 -1.400  -0.870
H7 -0.652 0.413 -0.703  0.380
H8 -0.384 1.695 -1.462  0.462
O8 0.077 -2.589 -0.421  -1.006
H9 0.035 -1.632 -0.400  0.390
H10 0.462 -2.794 -1.272  0.463
O9 -0.669 2.629 0.436  -0.800
H11 -0.373 1.749 0.672  0.387
H12 -0.159 2.853 -0.342  0.427

The charge is +4. The calculation puts the energy above the lowest of the compared OMol25 structures with the same formula, charge and spin at 899.7 kcal/mol. The calculation puts the LUMO energy at -18.48 eV.

---

# C32H98N6O18

14 unconnected molecules or ions with the total composition C32H98N6O18 at a distorted geometry (the ωB97M-V functional and the def2-TZVPD basis, OMol25).

Last column: Löwdin charge in e.
CARTESIAN COORDINATES (ANGSTROEM)
C1 1.417 -0.218 1.599  -0.070
C2 0.129 0.228 1.005  -0.392
C3 -0.673 -0.827 0.080  -0.087
O1 0.334 -1.272 -0.906  -0.209
C4 -0.275 -1.974 -1.980  -0.063
N1 -0.689 0.736 2.110  0.054
H1 1.998 0.547 2.112  0.084
H2 2.077 -0.719 0.891  0.079
H3 1.364 -0.964 2.392  0.040
H4 0.429 1.086 0.402  0.116
H5 -1.489 -0.248 -0.353  0.110
H6 -1.006 -1.539 0.835  0.109
H7 -0.454 -3.001 -1.660  0.074
H8 0.260 -1.956 -2.930  0.092
H9 -1.195 -1.432 -2.198  0.077
H10 -1.390 0.053 2.359  0.020
H11 -1.224 1.568 1.906  0.033
C5 -3.337 -5.174 1.680  -0.037
C6 -2.342 -5.742 0.648  -0.454
C7 -3.051 -6.298 -0.535  -0.231
O2 -2.124 -7.030 -1.308  -0.188
C8 -2.706 -7.414 -2.530  -0.108
N2 -1.370 -4.753 0.279  0.074
H12 -4.044 -4.582 1.100  0.072
H13 -2.830 -4.599 2.455  0.056
H14 -3.948 -5.895 2.223  0.085
H15 -1.814 -6.587 1.091  0.145
H16 -3.406 -5.502 -1.189  0.126
H17 -3.894 -6.962 -0.346  0.133
H18 -1.863 -7.977 -2.932  0.097
H19 -2.920 -6.657 -3.285  0.086
H20 -3.620 -7.972 -2.328  0.091
H21 -0.822 -5.192 -0.447  0.052
H22 -1.916 -3.964 -0.035  0.068
C9 1.265 -3.474 2.888  -0.079
C10 0.740 -4.373 3.974  -0.409
C11 -0.487 -3.822 4.690  -0.188
O3 -0.400 -4.002 6.133  -0.201
C12 0.401 -2.918 6.723  -0.071
N3 0.180 -5.505 3.239  0.044
H23 1.690 -2.555 3.293  0.063
H24 0.521 -3.372 2.098  0.069
H25 2.079 -4.004 2.394  0.086
H26 1.584 -4.526 4.647  0.147
H27 -1.444 -4.244 4.383  0.110
H28 -0.771 -2.771 4.620  0.097
H29 1.286 -2.761 6.106  0.077
H30 0.663 -3.242 7.730  0.086
H31 -0.249 -2.049 6.826  0.067
H32 1.008 -5.874 2.794  0.060
H33 -0.356 -5.078 2.497  0.022
C13 6.900 0.537 -4.858  -0.056
C14 6.351 -0.402 -3.757  -0.416
C15 5.771 0.308 -2.598  -0.207
O4 5.361 -0.715 -1.668  -0.189
C16 5.087 -0.326 -0.385  -0.137
N4 5.368 -1.314 -4.403  0.064
H34 6.958 0.163 -5.880  0.076
H35 7.905 0.906 -4.653  0.068
H36 6.347 1.476 -4.825  0.064
H37 7.173 -0.899 -3.242  0.141
H38 4.919 0.920 -2.892  0.117
H39 6.508 1.049 -2.286  0.130
H40 5.941 0.091 0.148  0.090
H41 4.864 -1.277 0.098  0.094
H42 4.219 0.327 -0.289  0.075
H43 4.550 -0.771 -4.641  0.041
H44 4.966 -1.868 -3.660  0.031
C17 -2.404 7.938 -1.739  -0.045
C18 -1.104 7.536 -0.970  -0.405
C19 -0.641 6.036 -1.252  -0.186
O5 -1.565 5.121 -0.647  -0.207
C20 -1.048 3.788 -0.681  -0.086
N5 -0.150 8.572 -1.247  0.022
H45 -2.715 8.956 -1.507  0.072
H46 -3.190 7.252 -1.423  0.062
H47 -2.403 7.894 -2.828  0.079
H48 -1.067 7.478 0.118  0.123
H49 0.408 5.978 -0.963  0.112
H50 -0.493 5.815 -2.309  0.121
H51 -0.394 3.590 -1.530  0.081
H52 -1.881 3.084 -0.674  0.062
H53 -0.460 3.737 0.235  0.084
H54 0.397 8.563 -2.096  0.080
H55 0.570 8.484 -0.545  0.060
C21 0.451 3.778 4.907  -0.019
C22 -0.616 4.870 4.935  -0.281
C23 -0.045 6.154 4.202  -0.147
O6 1.221 6.573 4.759  -0.154
C24 1.780 7.622 4.053  -0.107
N6 -1.737 4.293 4.217  0.362
H56 1.269 4.143 5.528  0.105
H57 0.902 3.670 3.921  0.099
H58 0.101 2.778 5.164  0.096
H59 -1.001 5.032 5.942  0.183
H60 -0.800 6.918 4.389  0.131
H61 -0.051 6.124 3.112  0.123
H62 1.512 7.531 3.000  0.081
H63 2.863 7.507 4.001  0.105
H64 1.476 8.628 4.344  0.103
H65 -1.998 4.870 3.430  0.147
H66 -1.782 3.341 3.884  0.145
O7 3.478 -2.948 -1.937  -0.042
H67 2.779 -3.302 -2.487  0.000
H68 3.507 -2.016 -2.156  -0.017
O8 2.562 -1.708 -4.350  -0.048
H69 2.413 -1.087 -3.637  -0.023
H70 1.911 -1.475 -5.011  0.053
O9 -3.200 -0.877 2.634  -0.045
H71 -3.373 -1.002 1.701  0.038
H72 -4.062 -0.928 3.047  0.058
O10 -2.494 -0.853 5.705  -0.036
H73 -2.524 -1.179 4.806  -0.007
H74 -2.564 0.097 5.618  0.022
C25 1.617 1.311 -2.430  -0.273
C26 1.612 1.891 -3.867  -0.250
O11 1.551 3.270 -4.004  -0.062
O12 2.030 0.048 -2.361  -0.059
H75 0.586 1.464 -2.109  0.105
H76 2.212 1.959 -1.786  0.127
H77 0.766 1.541 -4.458  0.108
H78 2.504 1.580 -4.410  0.118
H79 1.741 3.484 -4.920  0.095
H80 1.316 -0.414 -1.916  0.037
C27 -3.316 1.801 -3.470  -0.206
C28 -3.939 0.448 -3.672  -0.251
O13 -4.211 0.099 -5.038  -0.044
O14 -1.885 1.739 -3.641  -0.076
H81 -3.551 2.194 -2.481  0.085
H82 -3.720 2.485 -4.217  0.135
H83 -4.862 0.332 -3.105  0.110
H84 -3.426 -0.369 -3.166  0.105
H85 -3.824 -0.772 -5.157  0.083
H86 -1.596 2.322 -4.347  0.082
C29 2.042 -6.061 -2.405  -0.212
C30 2.694 -6.706 -1.140  -0.187
O15 1.670 -7.462 -0.462  -0.074
O16 1.150 -5.014 -2.094  -0.094
H87 1.430 -6.730 -3.011  0.122
H88 2.772 -5.518 -3.005  0.117
H89 3.097 -5.974 -0.440  0.118
H90 3.552 -7.319 -1.418  0.114
H91 1.781 -7.408 0.491  0.076
H92 0.735 -5.436 -1.339  0.040
C31 -5.289 3.359 -0.281  -0.192
C32 -4.816 2.567 0.948  -0.301
O17 -3.583 2.156 0.755  -0.076
O18 -4.416 4.394 -0.725  -0.071
H93 -6.287 3.774 -0.135  0.124
H94 -5.262 2.850 -1.244  0.105
H95 -5.453 1.769 1.331  0.125
H96 -4.646 3.080 1.894  0.119
H97 -3.621 1.326 0.273  0.096
H98 -3.499 4.166 -0.553  0.025

Its multiplicity is 2. The charge is +1. The calculation puts the LUMO energy (alpha / beta) at -3.24 / -8.51 eV.

---

# C15H23AlF8NO6S

A molecular structure, C15H23AlF8NO6S at a distorted geometry (the ωB97M-V functional and the def2-TZVPD basis, OMol25).

Last column: natural (NBO) charge in e.
CARTESIAN COORDINATES (ANGSTROEM)
C1 -1.711 -1.934 -5.836  -0.627
C2 -1.560 -0.617 -5.061  -0.064
O1 -0.153 -0.405 -4.872  -0.561
C3 0.117 -0.168 -3.496  -0.095
C4 1.609 0.170 -3.308  -0.065
O2 1.919 -0.019 -1.944  -0.561
C5 1.712 1.168 -1.148  -0.661
Al1 0.852 0.812 0.641  1.578
C6 1.308 2.409 1.828  -1.043
C7 1.840 2.032 3.200  0.222
C8 0.760 1.600 4.189  -0.651
F1 2.417 3.223 3.766  -0.420
N1 1.407 -0.816 1.499  -0.968
C9 0.968 -1.946 0.803  0.703
C10 1.760 -3.260 0.987  -0.731
O3 0.002 -1.966 0.104  -0.581
C11 2.848 -0.912 1.577  0.732
C12 3.540 -1.258 2.911  -0.728
O4 3.543 -0.765 0.644  -0.539
S1 -1.454 0.980 0.256  1.584
O5 -1.966 0.133 -0.812  -0.958
O6 -1.655 2.374 -0.141  -0.968
C13 -2.494 0.785 1.820  0.395
F2 -2.733 1.989 2.340  -0.310
F3 -1.776 0.115 2.733  -0.311
C14 -3.833 0.028 1.642  0.549
F4 -3.676 -1.144 1.087  -0.272
F5 -4.287 -0.235 2.898  -0.324
C15 -4.970 0.843 0.940  0.919
F6 -5.610 0.007 0.118  -0.317
F7 -4.531 1.835 0.212  -0.287
F8 -5.874 1.300 1.782  -0.304
H1 -2.734 -2.330 -5.794  0.200
H2 -1.046 -2.667 -5.368  0.215
H3 -1.433 -1.818 -6.889  0.199
H4 -2.016 -0.690 -4.066  0.188
H5 -2.013 0.230 -5.595  0.164
H6 -0.113 -1.050 -2.876  0.186
H7 -0.474 0.665 -3.082  0.176
H8 2.224 -0.541 -3.878  0.172
H9 1.811 1.189 -3.671  0.159
H10 1.102 1.917 -1.681  0.189
H11 2.713 1.598 -0.953  0.186
H12 1.985 3.106 1.318  0.235
H13 0.381 2.983 2.003  0.226
H14 2.669 1.319 3.136  0.147
H15 0.640 0.511 4.231  0.219
H16 1.119 1.885 5.188  0.216
H17 -0.187 2.107 3.990  0.215
H18 2.614 -3.310 0.305  0.241
H19 2.073 -3.407 2.029  0.208
H20 1.120 -4.113 0.744  0.233
H21 2.856 -1.627 3.676  0.219
H22 4.063 -0.344 3.218  0.237
H23 4.328 -1.971 2.654  0.232

The charge is -1. The calculation puts the LUMO energy at 2.76 eV.

---

# C8H13N3

A gas-phase ion, C8H13N3 (charge +2) at a distorted geometry (the ωB97M-V functional and the def2-TZVPD basis, OMol25).

Last column: natural (NBO) charge in e.
CARTESIAN COORDINATES (ANGSTROEM)
C1 0.619 -2.322 0.284  -0.404
C2 0.454 -1.072 -0.129  0.328
N1 1.230 0.056 -0.048  -0.450
C3 2.612 -0.138 0.279  -0.423
C4 0.679 1.233 -0.197  0.338
C5 1.122 2.436 0.058  -0.457
N2 -0.796 0.863 -0.675  -0.245
C6 -1.741 1.122 0.463  -0.048
C7 -2.499 0.055 0.737  -0.140
C8 -2.230 -1.059 -0.282  -0.209
N3 -0.784 -0.544 -0.922  -0.246
H1 0.059 -3.187 0.207  0.268
H2 1.515 -2.485 0.770  0.260
H3 3.016 0.032 1.293  0.257
H4 2.785 -1.168 0.085  0.233
H5 3.159 0.574 -0.442  0.250
H6 0.520 3.379 -0.173  0.279
H7 2.054 2.451 0.620  0.285
H8 -0.983 1.414 -1.514  0.474
H9 -1.477 2.011 0.908  0.270
H10 -3.265 0.057 1.494  0.313
H11 -2.072 -1.989 0.134  0.260
H12 -3.231 -0.960 -0.959  0.311
H13 -0.746 -0.757 -1.990  0.497

The charge is +2. The calculation puts the energy above the lowest of the compared OMol25 structures with the same formula, charge and spin at 76.0 kcal/mol. The calculation puts the LUMO energy at -7.53 eV.

---

# C2H2N2O3

A molecular structure, C2H2N2O3 at a distorted geometry (the ωB97M-V functional and the def2-TZVPD basis, OMol25).

Last column: natural (NBO) charge in e.
CARTESIAN COORDINATES (ANGSTROEM)
C1 -0.539 0.340 -0.354  0.304
C2 0.595 -0.372 0.153  0.261
H1 -2.016 -0.580 -0.107  0.497
H2 0.011 -0.894 1.673  0.488
N1 0.061 1.375 -1.001  -0.126
N2 1.711 0.097 -0.337  -0.095
O1 -1.815 0.429 0.102  -0.614
O2 1.476 1.210 -0.950  -0.103
O3 0.516 -1.606 0.823  -0.612

The calculation puts the energy above the lowest of the compared OMol25 structures with the same formula, charge and spin at 120.4 kcal/mol. The calculation puts the LUMO energy at -0.31 eV.

---

# C40H32Cl5N2O4Rb

A molecular structure, C40H32Cl5N2O4Rb at a distorted geometry (the ωB97M-V functional and the def2-TZVPD basis, OMol25).

Last column: Löwdin charge in e.
CARTESIAN COORDINATES (ANGSTROEM)
Rb1 -1.431 1.546 -1.643  0.921
C1 3.504 -0.519 3.216  0.014
C2 2.518 -1.440 2.485  -0.605
C3 2.764 -2.895 2.859  0.011
O1 2.632 -1.305 1.101  -0.025
C4 1.814 -0.188 0.738  -0.111
C5 0.635 -0.265 1.764  -0.105
O2 1.190 -1.067 2.815  -0.020
C6 -0.849 -0.695 1.487  -0.341
O3 -1.316 0.223 0.546  -0.229
C7 -1.606 -0.411 2.815  -0.101
C8 -2.277 -1.356 3.584  -0.013
C9 -2.910 -0.998 4.769  -0.095
C10 -2.898 0.316 5.205  -0.117
C11 -2.287 1.280 4.415  -0.085
C12 -1.665 0.920 3.232  -0.022
C13 -1.075 -2.133 1.026  -0.115
C14 -0.603 -3.230 1.749  -0.061
C15 -0.890 -4.526 1.346  -0.095
C16 -1.680 -4.750 0.227  -0.112
C17 -2.165 -3.667 -0.487  -0.069
C18 -1.858 -2.372 -0.098  0.003
C19 1.697 0.073 -0.823  -0.503
O4 0.897 1.110 -1.054  -0.402
C20 3.203 0.406 -1.180  -0.125
C21 3.534 1.749 -1.300  -0.023
C22 4.842 2.144 -1.549  -0.098
C23 5.838 1.187 -1.694  -0.132
C24 5.512 -0.159 -1.597  -0.106
C25 4.204 -0.549 -1.343  -0.030
C26 1.389 -1.156 -1.716  -0.118
C27 1.388 -2.495 -1.347  -0.036
C28 1.208 -3.497 -2.297  -0.095
C29 1.019 -3.179 -3.631  -0.118
C30 1.011 -1.843 -4.013  -0.088
C31 1.195 -0.851 -3.066  -0.027
H1 4.521 -0.764 2.908  0.086
H2 3.396 -0.647 4.294  0.084
H3 3.300 0.521 2.964  0.085
H4 3.825 -3.122 2.746  0.084
H5 2.190 -3.541 2.197  0.075
H6 2.460 -3.068 3.892  0.089
H7 2.343 0.722 1.051  0.142
H8 0.524 0.753 2.141  0.140
H9 -2.335 -2.382 3.256  0.104
H10 -3.426 -1.756 5.347  0.092
H11 -3.378 0.590 6.137  0.088
H12 -2.305 2.320 4.719  0.097
H13 -1.240 1.689 2.599  0.122
H14 -0.015 -3.062 2.637  0.102
H15 -0.515 -5.362 1.928  0.092
H16 -1.914 -5.763 -0.082  0.088
H17 -2.786 -3.825 -1.360  0.103
H18 -2.256 -1.538 -0.660  0.095
H19 2.721 2.460 -1.192  0.113
H20 5.086 3.197 -1.634  0.090
H21 6.862 1.488 -1.887  0.082
H22 6.283 -0.913 -1.724  0.087
H23 3.957 -1.598 -1.258  0.109
H24 1.562 -2.776 -0.322  0.100
H25 1.202 -4.534 -1.981  0.093
H26 0.887 -3.963 -4.368  0.086
H27 0.878 -1.576 -5.056  0.094
H28 1.213 0.192 -3.360  0.121
Cl1 -2.246 3.328 -5.730  0.581
C32 -1.854 4.512 -4.495  -0.742
C33 -1.788 4.071 -3.183  -0.239
C34 -1.436 5.062 -2.275  -0.743
Cl2 -1.328 4.611 -0.591  0.594
C35 -1.164 6.383 -2.619  -0.713
Cl3 -0.698 7.563 -1.429  0.608
C36 -1.273 6.771 -3.952  -0.723
Cl4 -0.974 8.413 -4.417  0.608
C37 -1.630 5.823 -4.908  -0.719
Cl5 -1.787 6.310 -6.571  0.596
N1 -3.911 0.149 0.239  -0.107
C38 -4.832 0.822 0.946  -0.209
C39 -5.747 1.415 0.081  -0.143
C40 -5.273 1.053 -1.184  -0.245
N2 -4.177 0.296 -1.078  -0.104
H29 -2.331 0.109 0.493  0.011
H30 -4.794 0.829 2.027  0.082
H31 -6.605 2.023 0.325  0.058
H32 -5.677 1.308 -2.154  0.077

The charge is -2. The calculation puts the energy above the lowest of the compared OMol25 structures with the same formula, charge and spin at 7.8 kcal/mol. The calculation puts the LUMO energy at 3.96 eV.